# C11H19Cl

2 unconnected molecules or ions with the total composition C11H19Cl (the ωB97M-V functional and the def2-TZVPD basis, OMol25).

Geometry as XYZ:
```
31
Properties=species:S:1:pos:R:3:mulliken_charge:R:1
C 0.89 -2.43 2.04 -0.739
C 1.36 -1.58 1.20 0.181
C 1.90 -0.89 0.18 -0.077
Cl 3.45 -0.20 0.27 -0.215
C 1.25 -0.64 -1.20 1.979
C -0.23 -1.02 -0.97 -1.197
C 1.93 -1.72 -2.09 -1.772
C 1.45 0.67 -1.79 -1.796
H 1.11 -3.45 1.76 0.264
H 0.14 -2.22 2.84 0.251
H -0.20 -2.11 -0.63 0.462
H -0.99 -0.90 -1.77 0.409
H -0.73 -0.33 -0.24 -0.138
H 1.26 -1.99 -2.80 0.498
H 2.71 -1.24 -2.73 0.399
H 2.34 -2.60 -1.53 0.328
H 2.47 1.08 -2.06 0.372
H 0.93 1.47 -1.25 0.296
H 0.87 0.80 -2.70 0.448
C -0.54 1.88 1.84 -1.179
C -1.59 1.60 1.10 1.002
C -1.91 2.23 -0.17 -1.162
C -2.74 0.76 1.81 -1.577
H -0.46 1.52 2.81 0.347
H 0.26 2.43 1.54 0.374
H -2.84 2.79 -0.07 0.413
H -1.23 2.98 -0.57 0.335
H -2.09 1.42 -0.89 0.233
H -2.26 -0.14 1.96 0.343
H -2.86 1.20 2.74 0.494
H -3.65 0.61 1.38 0.423
```

Summary:
LUMO (eV): 0.764
Multiplicity: 1
Gap between HOMO and LUMO (eV): 9.5555
SMILES: C=C=C(Cl)C(C)(C)C.C=C(C)C

=====

# C11H19Cl3O2Pb

A molecular structure, C11H19Cl3O2Pb (the ωB97M-V functional and the def2-TZVPD basis, OMol25).

Geometry as XYZ:
```
36
Properties=species:S:1:pos:R:3:mulliken_charge:R:1
C 1.30 0.11 -1.37 0.485
C 2.13 0.07 -0.21 0.432
C 1.67 1.05 0.71 0.529
C 3.25 -0.86 0.00 -1.634
C 0.55 1.71 0.12 0.529
C 0.29 1.10 -1.14 0.430
C -0.84 1.41 -2.03 -1.312
C 1.46 -0.73 -2.56 -1.503
C 2.23 1.29 2.05 -1.526
C -0.24 2.79 0.73 -1.373
Pb -2.39 -1.54 0.42 1.165
Cl -0.02 -1.92 1.56 -0.549
Cl -1.21 -2.78 -1.47 -0.542
O -2.17 0.52 0.93 -0.637
H 3.07 -1.81 -0.52 0.346
H 3.38 -1.08 1.07 0.312
H 4.20 -0.46 -0.38 0.246
H 2.27 0.35 2.62 0.234
H 1.62 2.00 2.61 0.397
H 3.26 1.69 1.99 0.201
H 0.08 2.98 1.76 0.321
H -1.29 2.49 0.75 0.191
H -0.13 3.73 0.18 0.207
H -1.78 1.47 -1.45 0.262
H -0.97 0.61 -2.76 0.284
H -0.70 2.35 -2.57 0.198
H 1.62 -1.77 -2.27 0.298
H 2.31 -0.42 -3.18 0.217
H 0.56 -0.70 -3.18 0.328
H -2.67 0.73 1.73 0.178
O -3.58 -0.85 -1.15 -0.752
H -3.34 -1.41 -1.91 0.263
Cl -3.34 -2.36 3.56 -0.192
C -3.40 -2.93 1.96 -0.648
H -2.76 -3.80 1.81 0.250
H -4.43 -3.03 1.60 0.365
```

Summary:
Total charge: -2
LUMO (eV): 4.653
Multiplicity: 1
Gap between HOMO and LUMO (eV): 3.4989

=====

# C11H19F6N5O4S2

2 unconnected molecules or ions with the total composition C11H19F6N5O4S2 (the ωB97M-V functional and the def2-TZVPD basis, OMol25).

Geometry as XYZ:
```
47
Properties=species:S:1:pos:R:3:mulliken_charge:R:1
H 0.99 -0.05 -3.64 0.280
N 0.13 -0.15 -3.07 -0.580
C 0.32 -1.26 -2.38 0.314
N 1.61 -1.96 -2.58 -0.544
N -0.73 -1.72 -1.43 -0.397
C -0.27 -1.21 -0.08 -0.294
C -1.17 -0.01 0.47 -0.886
C -0.47 1.44 0.31 -0.628
C 0.88 1.48 1.15 -1.025
N 1.63 2.79 1.10 0.102
S 3.18 2.43 1.84 1.084
O 3.85 3.64 2.38 -0.509
O 4.03 1.62 0.89 -0.456
F 2.92 1.41 3.16 -0.264
S 1.83 3.39 -0.52 1.251
O 0.61 4.09 -1.05 -0.584
O 2.11 2.24 -1.45 -0.545
C 3.23 4.63 -0.70 0.245
F 3.05 5.19 -1.99 -0.221
F 4.50 4.06 -0.71 -0.194
C 3.10 5.90 0.31 0.699
F 2.14 5.72 1.29 -0.198
F 2.76 7.04 -0.40 -0.236
F 4.39 6.13 0.85 -0.222
H 1.57 -2.63 -3.36 0.229
H 1.99 -2.35 -1.72 0.248
H -0.54 -2.75 -1.37 0.453
H 0.83 -0.96 -0.20 0.275
H -0.31 -2.05 0.70 0.276
H -2.11 0.05 -0.20 0.385
H -1.57 -0.16 1.52 0.331
H -0.36 1.61 -0.80 0.461
H -1.19 2.23 0.73 0.282
H 1.62 0.65 0.90 0.587
H 0.59 1.33 2.25 0.325
C -4.89 -4.22 -0.18 -1.150
C -4.26 -4.78 1.10 -0.467
C -2.97 -4.05 1.49 -0.261
C -1.95 -4.20 0.40 0.325
N -1.16 -4.32 -0.46 -0.642
H -4.23 -4.35 -1.04 0.362
H -5.82 -4.75 -0.40 0.333
H -5.11 -3.16 -0.07 0.299
H -4.06 -5.84 0.96 0.297
H -4.98 -4.69 1.92 0.319
H -2.56 -4.48 2.41 0.340
H -3.16 -2.99 1.66 0.202
```

Summary:
LUMO (eV): -1.262
Multiplicity: 1
Gap between HOMO and LUMO (eV): 7.9265
SMILES: [H]/N=C(\N)NCCCCN(S(=O)(=O)F)S(=O)(=O)C(F)(F)C(F)(F)F.CCCC#N

=====

# C11H19MnNO

A molecular structure, C11H19MnNO (the ωB97M-V functional and the def2-TZVPD basis, OMol25).

Geometry as XYZ:
```
33
Properties=species:S:1:pos:R:3:mulliken_charge:R:1
C -0.72 0.70 -3.12 -0.622
C 0.69 0.77 -2.86 -0.560
C 0.88 1.44 -1.57 -0.631
C -0.45 1.85 -1.13 -0.424
C -1.41 1.44 -2.10 -0.546
Mn -0.11 -0.43 -1.29 0.388
N -2.62 1.01 0.49 -0.865
C 0.51 -2.12 -1.85 -0.427
C 1.75 -1.45 -1.42 -0.790
H 1.81 1.57 -1.00 0.275
H 1.47 0.41 -3.53 0.492
H -0.66 2.52 -0.31 0.660
H -2.47 1.73 -2.08 0.468
H -1.21 0.26 -3.99 0.366
H 2.45 -1.07 -2.18 0.165
H 0.17 -2.98 -1.24 0.273
H -3.40 0.62 -0.10 0.009
H 2.18 -1.78 -0.47 0.287
H 0.35 -2.21 -2.93 0.195
C 1.27 -0.81 2.73 -1.915
C 0.10 -0.25 1.91 1.569
C -1.20 -0.88 2.40 -1.832
C 0.06 1.26 2.13 -1.531
O 0.28 -0.54 0.56 -0.331
H 1.13 -0.67 3.81 0.401
H 2.21 -0.32 2.45 0.379
H 1.39 -1.89 2.56 0.401
H -1.37 -0.65 3.46 0.390
H -2.06 -0.47 1.84 0.384
H -1.19 -1.96 2.24 0.386
H 0.97 1.75 1.75 0.276
H -0.82 1.70 1.65 0.229
H 0.00 1.46 3.21 0.480
```

Summary:
Total charge: -2
LUMO (alpha / beta) (eV): 5.815 / 5.796
Multiplicity: 6
Gap between HOMO and LUMO (alpha / beta) (eV): 4.3042 / 4.1179
Expectation value of S²: 9.019

=====

# C11H19N2O

2 unconnected molecules or ions with the total composition C11H19N2O (the ωB97M-V functional and the def2-TZVPD basis, OMol25).

Geometry as XYZ:
```
33
Properties=species:S:1:pos:R:3:mulliken_charge:R:1
C 4.11 1.08 0.13 -0.403
C 3.79 -0.23 0.44 -0.767
C 3.12 1.98 -0.23 -0.676
C 2.47 -0.66 0.38 -0.413
C 1.80 1.57 -0.28 -0.321
C 1.46 0.24 0.01 0.584
C -2.72 0.73 -1.29 -1.477
C -2.81 -0.27 1.04 -1.771
C -2.64 2.21 0.73 -1.757
C 0.07 -0.17 -0.05 0.625
C -2.25 0.85 0.16 1.485
N -0.32 -1.38 -0.26 -0.076
N 1.13 -3.59 -0.56 -0.920
O -0.80 0.92 0.19 -0.293
H 5.14 1.41 0.18 0.411
H 4.56 -0.92 0.74 0.413
H 3.37 3.00 -0.46 0.419
H 2.22 -1.66 0.67 0.465
H 1.02 2.26 -0.56 0.445
H -3.81 0.66 -1.30 0.435
H -2.42 1.60 -1.86 0.387
H -2.32 -0.16 -1.78 0.373
H -2.14 -0.48 1.87 0.366
H -3.02 -1.18 0.49 0.500
H -3.75 0.07 1.47 0.444
H -2.10 3.00 0.22 0.431
H -3.70 2.38 0.60 0.460
H -2.40 2.26 1.79 0.399
H -1.31 -1.59 -0.26 0.203
H 0.34 -2.22 -0.39 0.225
H 1.50 -3.96 0.31 0.277
H 1.90 -3.49 -1.21 0.274
H 0.50 -4.29 -0.94 0.253
```

Summary:
Total charge: +1
LUMO (eV): -3.515
Multiplicity: 1
Gap between HOMO and LUMO (eV): 9.5223

=====

# C11H19N2O2

2 unconnected molecules or ions with the total composition C11H19N2O2 (the ωB97M-V functional and the def2-TZVPD basis, OMol25).

Geometry as XYZ:
```
34
Properties=species:S:1:pos:R:3:mulliken_charge:R:1
C 1.07 -2.29 1.08 0.067
C 1.49 -2.07 2.29 -0.900
C -2.19 1.55 -1.55 -0.223
C -1.66 2.31 1.24 -0.771
C -1.35 3.24 0.06 -0.548
C -0.28 1.61 1.37 -0.544
C 1.13 -2.85 -0.30 -0.195
C -1.02 2.08 -0.89 0.049
C 0.31 -1.61 0.05 0.155
C 2.50 -2.83 -0.92 -1.153
C 0.81 0.36 -0.59 -0.358
N -0.23 1.17 -0.08 0.136
N -1.17 -1.77 -0.05 0.078
O -2.54 0.38 -1.51 -0.558
O 0.98 0.36 -1.95 -0.525
H 1.40 -1.18 2.87 0.242
H 2.17 -2.73 2.82 0.308
H -2.73 2.38 -2.24 0.282
H -1.87 2.73 2.23 0.373
H -2.40 1.72 0.87 0.401
H -2.17 3.89 -0.23 0.393
H -0.36 3.84 0.28 0.253
H 0.44 2.42 1.51 0.310
H -0.01 0.69 1.97 0.232
H 0.56 -3.80 -0.40 0.405
H -0.38 2.40 -1.81 0.312
H 3.22 -3.53 -0.46 0.374
H 2.93 -1.78 -0.73 0.188
H 2.31 -2.79 -2.01 0.341
H 1.75 0.46 -0.08 0.622
H -1.72 -2.07 0.71 0.362
H -1.25 -2.32 -0.91 0.467
H -1.46 -0.81 -0.37 0.045
H 1.73 0.85 -2.26 0.377
```

Summary:
Total charge: +1
LUMO (eV): -2.614
Multiplicity: 1
Gap between HOMO and LUMO (eV): 9.1417

=====

For each record above, in turn, the calculated E_tot values are -890.573643, -2154.415841, -2400.641832, -1711.232205, -615.097531, -690.098860 Ha.
For each record above, in turn, the calculated F_max values are 4.17, 2.60, 8.44, 2.93, 4.05, 4.53 eV/Å.